{"formula": "C7H12Cl2N3O", "method": "ωB97M-V with the def2-TZVPD basis set", "species": ["C", "C", "C", "C", "C", "C", "C", "N", "N", "N", "O", "Cl", "Cl", "H", "H", "H", "H", "H", "H", "H", "H", "H", "H", "H", "H"], "coordinates": [[0.6851, 1.7474, -2.6389], [-1.1192, 1.9361, -1.2584], [-0.6253, -0.3171, -2.1118], [1.0766, 0.0219, 3.4272], [0.2734, -1.0130, 2.5300], [0.2228, -0.5165, 1.0841], [-0.4427, -1.4806, 0.0577], [-0.0712, 2.4980, -1.8152], [0.5167, 0.4888, -2.7494], [-1.4638, 0.6715, -1.4040], [-0.2586, -1.3111, -1.3671], [-1.5074, -0.8714, -3.5686], [1.6602, -0.5046, -3.5665], [1.4814, 2.2449, -3.1767], [-1.6711, 2.6519, -0.7661], [1.0774, -0.2699, 4.5397], [2.1708, -0.0265, 3.2653], [0.7166, 1.0013, 3.3839], [0.9129, -1.9008, 2.4207], [-0.6643, -1.2161, 2.9473], [-0.3366, 0.4557, 0.9249], [1.2229, -0.5582, 0.6226], [0.0454, -2.4116, 0.3185], [-1.4687, -1.6201, 0.2551], [-2.4332, 0.3003, -1.3543]], "orbital_gap_ev": 9.573, "charge": 1, "e_above_lowest_kj_mol": 0.0}

---

{"formula": "C5H11NOS", "method": "ωB97M-V with the def2-TZVPD basis set", "species": ["C", "C", "C", "C", "C", "H", "H", "H", "H", "H", "H", "H", "H", "H", "H", "H", "N", "O", "S"], "coordinates": [[-1.5739, -0.5653, 0.6166], [-0.1931, -0.0602, 0.0251], [0.6985, -1.3321, 0.1079], [-0.0296, 0.8417, -1.1587], [0.7709, 1.7979, -0.1780], [-2.9126, -2.0535, -0.1776], [-1.1332, -1.2159, 1.5319], [-2.2299, 0.2661, 1.1809], [0.5184, -2.1591, -0.6955], [0.2926, -1.9063, 0.9827], [2.4595, 0.6925, 0.1858], [-1.0860, 1.2349, -1.5290], [0.5592, 0.6114, -2.0624], [0.5722, 2.9099, -0.2379], [1.8753, 1.5685, -0.2228], [1.0383, 0.5523, 1.5114], [0.2348, 1.0335, 0.9952], [-2.1882, -1.0554, -0.6885], [2.3267, -1.1611, -0.1869]], "orbital_gap_ev": 8.456, "e_above_lowest_kj_mol": 814.3}

---

{"formula": "C6H13NO", "method": "ωB97M-V with the def2-TZVPD basis set", "species": ["C", "N", "C", "C", "C", "C", "C", "H", "H", "H", "H", "H", "H", "H", "H", "H", "H", "H", "H", "H", "O"], "coordinates": [[-0.8152, -0.6981, -2.6867], [0.2499, 0.1942, -2.3539], [0.5563, 0.7328, -1.0898], [1.7691, 1.2263, -0.8610], [2.0179, 1.3725, 0.6455], [1.1220, 1.9571, 1.4572], [1.2977, 2.3521, 2.9096], [-0.4069, -1.7331, -2.6248], [-1.2899, -0.3616, -3.7314], [-1.6196, -0.7567, -1.9134], [0.9613, 0.1422, -3.0585], [-0.3164, 0.8552, -0.4062], [2.6202, 1.2215, -1.5978], [2.9037, 1.0001, 1.0746], [0.0896, 1.9726, 1.1402], [2.2889, 2.6580, 3.3295], [0.5460, 3.1209, 3.0690], [0.9893, 1.4079, 3.4380], [-4.3865, -5.2569, 0.6126], [-3.9953, -5.8321, 1.9549], [-4.4776, -5.1817, 1.6177]], "spin_multiplicity": 2, "orbital_gap_ev": [2.161, 7.644], "charge": -1, "e_above_lowest_kj_mol": 327.0}

---

{"formula": "C25H57FN2O6", "method": "ωB97M-V with the def2-TZVPD basis set", "species": ["C", "C", "C", "C", "C", "C", "C", "C", "N", "C", "C", "N", "C", "C", "C", "F", "H", "H", "H", "H", "H", "H", "H", "H", "H", "H", "H", "H", "H", "H", "H", "H", "H", "H", "H", "H", "H", "C", "C", "O", "H", "H", "H", "H", "H", "H", "C", "C", "O", "H", "H", "H", "H", "H", "H", "C", "C", "O", "H", "H", "H", "H", "H", "H", "C", "C", "O", "H", "H", "H", "H", "H", "H", "C", "C", "O", "H", "H", "H", "H", "H", "H", "C", "C", "O", "H", "H", "H", "H", "H", "H"], "coordinates": [[-2.9135, -1.5465, -3.2373], [-1.4567, -1.2729, -2.9377], [-0.9684, -2.0889, -1.7647], [0.3754, -1.6149, -1.1943], [0.3771, -1.4885, 0.3220], [-0.1312, -0.1490, 0.8993], [1.0595, 0.7270, 1.3520], [-0.8261, 0.6315, -0.1049], [-1.3767, 1.3153, -0.8788], [-1.1472, -0.4546, 2.0461], [-2.0225, 0.6842, 2.2859], [-2.7827, 1.5415, 2.5474], [-0.4823, -0.9647, 3.3303], [-0.9045, -0.2585, 4.5958], [-0.1314, 0.9862, 4.8906], [-0.6161, -1.1478, 5.6376], [-3.5165, -1.2251, -2.3992], [-3.0966, -2.5949, -3.4265], [-3.2538, -1.0034, -4.1080], [-1.3382, -0.2133, -2.7657], [-0.8810, -1.5168, -3.8253], [-0.8286, -3.0961, -2.1302], [-1.7204, -2.1510, -0.9906], [0.7076, -0.7158, -1.6914], [1.0988, -2.3665, -1.4616], [1.3711, -1.6901, 0.6842], [-0.2339, -2.2932, 0.7087], [0.9154, 1.7360, 0.9997], [1.9805, 0.3959, 0.9125], [1.1734, 0.7948, 2.4210], [-1.7831, -1.2426, 1.6788], [-0.7436, -2.0029, 3.4559], [0.5924, -0.9391, 3.2689], [-1.9659, -0.0892, 4.6559], [-0.2201, 1.7173, 4.1016], [0.8952, 0.7447, 5.1120], [-0.5489, 1.4169, 5.7885], [2.9981, 4.0728, -0.5195], [3.2635, 3.8172, 0.9526], [3.8734, 2.5430, 1.1623], [2.3502, 3.2931, -0.9267], [2.5164, 5.0415, -0.6680], [3.9247, 4.0546, -1.0918], [2.3318, 3.8123, 1.5177], [3.9091, 4.5977, 1.3683], [4.7072, 2.5340, 0.6857], [4.0133, 4.2292, -5.2864], [3.8129, 3.9928, -3.8009], [4.7633, 4.7204, -3.0203], [5.0197, 3.9357, -5.5849], [3.2925, 3.6602, -5.8748], [3.8955, 5.2880, -5.5279], [3.9440, 2.9378, -3.5658], [2.8007, 4.2849, -3.5017], [4.6444, 5.6536, -3.2142], [1.4880, -4.2522, 7.4139], [0.0632, -4.1300, 7.9240], [-0.2496, -2.7950, 8.3020], [2.1929, -3.9199, 8.1762], [1.7233, -5.2832, 7.1438], [1.6357, -3.6220, 6.5336], [-0.0779, -4.7456, 8.8110], [-0.6466, -4.4678, 7.1601], [-0.1406, -2.2423, 7.5234], [-7.1338, -1.8348, -1.7410], [-6.3446, -3.1184, -1.5598], [-5.2519, -2.9435, -0.6605], [-6.4856, -1.0404, -2.1109], [-7.9548, -1.9745, -2.4457], [-7.5508, -1.5002, -0.7883], [-5.9155, -3.4385, -2.5076], [-6.9942, -3.9199, -1.1917], [-5.6097, -2.6716, 0.1881], [-1.6232, 5.6590, -2.0489], [-3.0810, 5.3024, -1.8164], [-3.4692, 4.1579, -2.5671], [-1.4432, 5.8453, -3.1082], [-1.3400, 6.5483, -1.4825], [-0.9743, 4.8339, -1.7453], [-3.7285, 6.1181, -2.1349], [-3.2627, 5.1184, -0.7519], [-2.9103, 3.4278, -2.2844], [4.6595, -4.4000, -3.5451], [3.3174, -4.7144, -2.9105], [2.4282, -3.5996, -2.9756], [5.1202, -3.5432, -3.0533], [5.3370, -5.2517, -3.4733], [4.5371, -4.1454, -4.6004], [3.4408, -4.9505, -1.8551], [2.8551, -5.5769, -3.4014], [2.2963, -3.3840, -3.9024]], "orbital_gap_ev": 10.268}

---

{"formula": "C3H4NO", "method": "ωB97M-V with the def2-TZVPD basis set", "species": ["C", "C", "C", "N", "O", "H", "H", "H", "H"], "coordinates": [[2.1821, 0.2371, 0.5006], [-0.6156, 1.3744, 0.1878], [-0.9316, -1.0216, -0.3457], [-0.6739, 0.2479, 0.0980], [3.0895, 0.8839, 0.6276], [-1.6724, -0.9772, -1.1410], [-0.1882, 2.3644, 0.2265], [-1.2329, -1.7132, 0.5689], [0.0430, -1.3956, -0.7227]], "orbital_gap_ev": 12.264, "charge": 1, "e_above_lowest_kj_mol": 83.7}

---

{"formula": "C6H9N", "method": "ωB97M-V with the def2-TZVPD basis set", "species": ["C", "C", "C", "C", "C", "C", "N", "H", "H", "H", "H", "H", "H", "H", "H", "H"], "coordinates": [[-1.8293, 0.9749, 3.1783], [-1.3226, 0.3967, 1.9435], [-0.8309, -0.0934, 0.9582], [-0.0242, -0.6666, -0.0634], [0.8356, 0.0458, -0.7951], [1.6792, -0.6314, -1.8260], [0.9841, -0.5960, -3.1176], [-0.9916, 1.2970, 3.8072], [-2.4106, 0.2341, 3.7340], [-2.4612, 1.8432, 2.9742], [-0.0073, -0.6786, -2.8946], [-0.0446, -1.7513, -0.1762], [0.8229, 1.1355, -0.7598], [1.8464, -1.6735, -1.5236], [2.6677, -0.1688, -1.9231], [1.0865, 0.3324, -3.5160]], "orbital_gap_ev": 9.541, "e_above_lowest_kj_mol": 243.1}